i | One molecule with the formula C4H7NO, computed with wB97M-V/def2-TZVPD.

Last column: Löwdin charge in e.
Positions of all 13 atoms, in Å:
1 C -1.73 -0.29 0.48  -0.05
2 C -0.30 -0.49 0.02  -0.31
3 C 0.23 0.20 -1.19  -0.08
4 N 0.60 0.65 0.13  -0.03
5 C 1.91 0.53 0.56  -0.32
6 O 2.88 0.75 -0.12  0.05
7 H -1.79 -0.13 1.56  0.08
8 H -2.34 -1.16 0.22  0.08
9 H -2.17 0.59 -0.01  0.08
10 H 0.13 -1.46 0.25  0.14
11 H 1.01 -0.29 -1.78  0.12
12 H -0.42 0.87 -1.75  0.11
13 H 1.98 0.25 1.63  0.13

Properties
Total charge: 0
Highest occupied orbital energy, eV: -9.91

---

ii | A 2-piece molecular cluster, C4H7NO overall, computed with wB97M-V/def2-TZVPD.

Last column: Löwdin charge in e.
Positions of all 13 atoms, in Å:
1 C -1.77 0.78 -0.35  -0.04
2 C 0.40 -1.66 0.39  0.01
3 O 0.98 -0.80 1.13  -0.06
4 C 1.61 0.31 0.77  -0.15
5 C 1.71 0.61 -0.60  -0.25
6 N 1.75 0.77 -1.75  0.15
7 H -2.49 1.58 -0.23  0.02
8 H -1.22 0.92 -1.28  0.02
9 H -2.29 -0.17 -0.37  0.02
10 H 0.38 -1.53 -0.69  0.09
11 H -0.05 -2.49 0.92  0.09
12 H 2.04 0.87 1.58  0.11
13 H -1.06 0.81 0.48  0.00

Properties
Total charge: 0
Highest occupied orbital energy (spin up / spin down), eV: -8.42 / -8.26

---

Least stable = ii

---

i | A 2-piece molecular cluster, C4H7NO overall, computed with wB97M-V/def2-TZVPD.

Last column: Löwdin charge in e.
Positions of all 13 atoms, in Å:
1 C -0.25 0.46 1.20  -0.05
2 C -0.27 0.70 -0.28  -0.59
3 C -0.74 -0.40 -1.11  -0.07
4 O 0.26 1.71 -0.69  0.05
5 H -0.54 -0.52 1.49  0.07
6 H -0.96 1.09 1.71  0.09
7 H 0.67 0.54 1.63  0.01
8 H -0.20 -1.41 -0.81  0.12
9 H -0.85 -0.24 -2.26  0.11
10 H -1.80 -0.72 -0.90  0.09
11 C 2.82 0.09 0.81  -0.02
12 N 2.12 -0.24 -0.03  0.12
13 H 3.36 0.61 1.56  0.07

Properties
Total charge: 0
Highest occupied orbital energy, eV: -9.42

---

ii | One molecule with the formula C4H7NO, computed with wB97M-V/def2-TZVPD.

Last column: Löwdin charge in e.
Positions of all 13 atoms, in Å:
1 C 0.68 0.63 0.77  -0.20
2 C 0.55 0.96 -0.73  -0.18
3 O 0.42 -0.23 -1.51  -0.07
4 C -0.50 -1.12 -1.06  -0.17
5 N -0.90 -1.06 0.19  -0.01
6 C -0.45 -0.24 1.18  -0.20
7 H 1.64 0.11 0.92  0.11
8 H 0.71 1.54 1.37  0.11
9 H -0.32 1.59 -0.89  0.13
10 H 1.44 1.46 -1.12  0.12
11 H -0.82 -1.85 -1.79  0.13
12 H -1.25 -1.88 0.67  0.15
13 H -1.20 0.02 1.91  0.08

Properties
Total charge: 0
Highest occupied orbital energy (spin up / spin down), eV: -6.11 / -6.11

---

Least stable = ii

---

i | One molecule with the formula C5H7NO, computed with wB97M-V/def2-TZVPD.

Last column: Löwdin charge in e.
Positions of all 14 atoms, in Å:
1 H -0.84 1.12 2.60  0.06
2 N -1.52 1.18 1.84  0.18
3 C -1.36 0.21 1.04  -0.46
4 C -0.20 -0.71 0.88  0.03
5 C 0.28 -0.39 -0.32  -0.25
6 C 1.57 -0.76 -0.98  -0.04
7 C -0.69 0.66 -0.85  -0.13
8 O -1.92 0.33 -0.21  -0.04
9 H 0.26 -1.32 1.66  0.12
10 H 2.25 -1.24 -0.27  0.08
11 H 2.07 0.14 -1.37  0.09
12 H 1.41 -1.43 -1.83  0.09
13 H -0.80 0.77 -1.94  0.13
14 H -0.42 1.61 -0.32  0.14

Properties
Total charge: 0
Highest occupied orbital energy, eV: -9.62

---

ii | C5H7NO as an isolated structure, computed with wB97M-V/def2-TZVPD.

Last column: Löwdin charge in e.
Positions of all 14 atoms, in Å:
1 C -1.73 -0.36 0.56  -0.04
2 C -0.62 -0.02 -0.44  -0.28
3 C -0.66 1.39 -0.84  -0.19
4 N -0.72 2.51 -1.14  0.17
5 C 0.76 -0.40 0.05  -0.44
6 O 0.90 -1.50 0.71  0.02
7 C 2.00 0.25 -0.05  -0.02
8 H -1.65 0.26 1.46  0.10
9 H -2.71 -0.20 0.11  0.09
10 H -1.64 -1.41 0.85  0.08
11 H -0.76 -0.62 -1.35  0.17
12 H 2.73 -0.32 -0.64  0.08
13 H 2.01 -0.91 0.89  0.21
14 H 2.08 1.33 -0.19  0.06

Properties
Total charge: 0
Highest occupied orbital energy, eV: -9.27

---

Least stable = ii

---

i | One molecule with the formula C5H7NO, computed with wB97M-V/def2-TZVPD.

Last column: Löwdin charge in e.
Positions of all 14 atoms, in Å:
1 C 3.30 -0.02 -0.04  -0.10
2 C 1.82 0.23 -0.07  -0.06
3 C 0.67 0.37 -0.13  0.05
4 C -0.75 0.66 -0.29  -0.43
5 O -1.24 1.79 -0.01  0.06
6 N -1.55 -0.47 -0.48  -0.05
7 C -2.75 -0.48 0.28  -0.12
8 H 3.55 -0.94 0.90  0.16
9 H 3.70 -0.31 -0.90  -0.01
10 H 4.02 0.76 0.55  0.11
11 H -1.71 -0.40 -1.39  0.07
12 H -3.42 -1.05 -0.23  0.03
13 H -2.38 -0.81 1.39  0.14
14 H -3.26 0.69 0.41  0.15

Properties
Total charge: 0
Highest occupied orbital energy, eV: -9.58

---

ii | One molecule with the formula C5H7NO, computed with wB97M-V/def2-TZVPD.

Last column: Löwdin charge in e.
Positions of all 14 atoms, in Å:
1 C -1.35 -0.25 0.40  -0.11
2 C -0.50 0.87 0.90  -0.13
3 C 0.82 0.86 0.69  -0.10
4 C 1.55 -0.15 -0.17  -0.19
5 N 0.78 -0.90 -1.16  0.09
6 C -0.32 -0.70 -1.64  -0.41
7 O -1.30 -0.73 -2.28  0.16
8 H -1.72 -0.91 1.17  0.09
9 H -2.22 0.10 -0.18  0.10
10 H -0.65 -1.02 -0.02  0.07
11 H -0.96 1.68 1.45  0.10
12 H 1.45 1.63 1.14  0.10
13 H 2.10 -0.86 0.47  0.12
14 H 2.31 0.38 -0.76  0.11

Properties
Total charge: 0
Highest occupied orbital energy, eV: -9.60

---

iii | C5H7NO as an isolated structure, computed with wB97M-V/def2-TZVPD.

Last column: Löwdin charge in e.
Positions of all 14 atoms, in Å:
1 N 1.36 1.24 0.57  0.15
2 C 0.11 0.56 0.63  -0.54
3 O -1.08 0.52 1.35  0.00
4 C -1.27 -0.84 0.81  -0.07
5 C 0.15 -0.88 0.22  -0.15
6 C 0.47 -0.42 -1.23  -0.07
7 C 0.51 1.03 -0.71  -0.14
8 H 1.20 2.22 0.80  0.10
9 H -2.10 -0.87 0.10  0.12
10 H -1.44 -1.53 1.64  0.12
11 H 0.86 -1.56 0.71  0.14
12 H -0.39 -0.54 -1.90  0.11
13 H 1.35 -0.86 -1.71  0.10
14 H 0.29 1.93 -1.27  0.13

Properties
Total charge: 0
Highest occupied orbital energy, eV: -8.53

---

Least stable = i

---

i | One molecule with the formula C5H7NO, computed with wB97M-V/def2-TZVPD.

Last column: Löwdin charge in e.
Positions of all 14 atoms, in Å:
1 O 1.97 -2.60 1.18  -0.06
2 C 0.66 -2.50 0.65  -0.28
3 C 0.38 -1.19 0.04  0.01
4 C 0.20 -0.13 -0.52  -0.01
5 C -0.07 1.15 -1.16  -0.25
6 C -1.25 2.49 0.08  0.04
7 N 0.07 2.24 -0.16  -0.12
8 H 2.59 -2.41 0.46  0.09
9 H 0.47 -3.28 -0.10  0.12
10 H -0.01 -2.68 1.49  0.12
11 H 0.46 1.32 -2.09  0.11
12 H -1.44 2.23 1.13  0.01
13 H -1.15 1.21 -1.37  0.09
14 H 0.68 1.98 0.61  0.12

Properties
Total charge: 0
Highest occupied orbital energy, eV: -8.25

---

ii | One molecule with the formula C5H7NO, computed with wB97M-V/def2-TZVPD.

Last column: Löwdin charge in e.
Positions of all 14 atoms, in Å:
1 H -1.42 1.92 2.35  0.05
2 N -1.63 1.17 1.71  0.13
3 C -0.78 0.86 0.85  -0.31
4 O 0.25 1.54 0.27  -0.04
5 C 0.95 0.89 -0.79  -0.16
6 C 0.34 -0.46 -0.98  -0.22
7 C 0.47 -1.46 0.23  -0.08
8 C -0.75 -0.75 -0.02  -0.14
9 H 2.07 0.74 -0.69  0.14
10 H 0.70 1.61 -1.67  0.15
11 H 0.08 -0.82 -1.96  0.13
12 H 1.15 -1.43 1.03  0.10
13 H 0.21 -2.49 0.01  0.10
14 H -1.64 -1.33 -0.33  0.14

Properties
Total charge: 0
Highest occupied orbital energy, eV: -9.27

---

iii | A 2-piece molecular cluster, C5H7NO overall, computed with wB97M-V/def2-TZVPD.

Last column: Löwdin charge in e.
Positions of all 14 atoms, in Å:
1 C 0.25 2.40 0.24  0.03
2 C -0.44 1.41 -0.25  -0.09
3 C -1.11 0.39 -0.72  -0.08
4 C -0.43 -0.78 -1.33  -0.31
5 O 0.77 -0.85 -1.52  0.01
6 H 0.58 2.40 1.27  0.07
7 H 0.52 3.26 -0.37  0.07
8 H -2.20 0.37 -0.65  0.10
9 H -1.10 -1.60 -1.63  0.11
10 C 0.92 -1.74 1.44  -0.11
11 N -0.31 -1.98 1.28  0.04
12 H 1.48 -1.30 0.61  0.05
13 H 1.47 -1.94 2.37  0.07
14 H -0.72 -2.38 2.12  0.05

Properties
Total charge: 0
Highest occupied orbital energy, eV: -9.66

---

Least stable = i

---

i | A 3-piece molecular cluster, C2H10N2O2 overall, computed with wB97M-V/def2-TZVPD.

Last column: Löwdin charge in e.
Positions of all 16 atoms, in Å:
1 H -0.03 -2.21 1.70  0.04
2 N 0.32 -1.46 1.12  0.02
3 C -0.53 -1.12 0.21  -0.34
4 N -0.91 0.15 -0.03  -0.04
5 C -2.27 0.48 -0.46  -0.08
6 H -1.06 -1.89 -0.36  0.12
7 H -0.52 0.84 0.59  0.11
8 H -2.24 1.12 -1.33  0.07
9 H -2.89 -0.38 -0.65  0.08
10 H -2.72 1.06 0.35  0.08
11 O 2.67 -0.75 -0.75  -0.08
12 H 2.13 -0.70 -1.56  0.04
13 H 2.06 -1.17 -0.12  -0.01
14 O 1.76 2.07 0.75  -0.07
15 H 2.22 1.26 0.49  0.01
16 H 2.01 2.69 0.05  0.03

Properties
Total charge: 0
Highest occupied orbital energy, eV: -8.67

---

ii | A 3-piece molecular cluster, C2H10N2O2 overall, computed with wB97M-V/def2-TZVPD.

Last column: Löwdin charge in e.
Positions of all 16 atoms, in Å:
1 N 0.29 0.24 -0.89  0.03
2 C -0.70 1.18 -0.66  -0.23
3 C -1.74 1.09 0.17  -0.24
4 N -2.89 1.91 0.04  -0.01
5 H 0.52 -0.57 -0.33  0.06
6 H 0.82 0.26 -1.74  0.07
7 H -0.63 2.04 -1.32  0.11
8 H -1.76 0.51 1.09  0.10
9 H -3.58 1.82 0.76  0.06
10 H -2.79 2.85 -0.29  0.07
11 O 4.92 -1.31 0.25  -0.07
12 H 4.83 -2.22 0.57  0.03
13 H 5.83 -1.07 0.43  0.03
14 O -0.66 -2.20 0.80  -0.06
15 H -1.29 -1.52 0.52  0.01
16 H -1.16 -3.00 0.61  0.04

Properties
Total charge: 0
Highest occupied orbital energy, eV: -6.65

---

Least stable = ii

---

i | One molecule with the formula C6H13N, computed with wB97M-V/def2-TZVPD.

Last column: Löwdin charge in e.
Positions of all 20 atoms, in Å:
1 C 1.60 2.76 1.54  0.00
2 C 0.92 2.00 0.67  -0.18
3 C 1.36 0.59 0.39  -0.23
4 C 0.25 -0.40 0.22  -0.26
5 C -0.64 -0.29 -1.01  -0.21
6 C -1.85 -1.31 -0.89  -0.28
7 N -1.54 -2.67 -0.55  -0.03
8 H 1.52 3.82 1.48  0.05
9 H 2.41 2.29 2.10  0.06
10 H 0.15 2.51 0.07  0.10
11 H 2.03 0.37 -0.46  0.13
12 H 1.88 0.38 1.35  0.11
13 H -0.54 -0.25 0.97  0.12
14 H 0.58 -1.43 0.39  0.10
15 H -1.19 0.65 -1.14  0.10
16 H -0.02 -0.50 -1.90  0.11
17 H -2.56 -0.98 -0.11  0.11
18 H -2.13 -1.37 -1.97  0.11
19 H -1.40 -3.35 -1.28  0.06
20 H -0.81 -2.82 0.13  0.05

Properties
Total charge: 0
Highest occupied orbital energy, eV: -8.88

---

ii | A 2-piece molecular cluster, C6H13N overall, computed with wB97M-V/def2-TZVPD.

Last column: Löwdin charge in e.
Positions of all 20 atoms, in Å:
1 C -0.18 -1.66 -0.02  -0.33
2 C -1.64 -1.45 -0.41  -0.13
3 C -0.63 1.96 1.02  -0.01
4 N 0.03 2.91 0.89  -0.01
5 H 0.21 -2.56 -0.52  0.10
6 H 0.41 -0.82 -0.37  0.06
7 H -2.25 -2.32 -0.10  0.08
8 H -2.05 -0.56 0.09  0.05
9 H -1.75 -1.33 -1.49  0.06
10 C 1.16 2.00 0.02  -0.22
11 C 0.00 -1.80 1.49  -0.13
12 C 0.84 1.86 -1.45  -0.11
13 H 1.94 2.73 0.19  0.10
14 H 1.49 1.08 0.50  0.08
15 H 0.14 1.04 -1.63  0.06
16 H -0.37 -0.92 2.01  0.05
17 H -0.57 -2.66 1.87  0.07
18 H 1.05 -1.94 1.76  0.07
19 H 1.76 1.66 -2.00  0.08
20 H 0.41 2.78 -1.85  0.08

Properties
Total charge: 0
Highest occupied orbital energy, eV: -11.16

---

Least stable = ii

---

i | One molecule with the formula C6H13N, computed with wB97M-V/def2-TZVPD.

Last column: Löwdin charge in e.
Positions of all 20 atoms, in Å:
1 C -0.59 -1.33 3.02  -0.12
2 C -0.66 -1.59 1.52  -0.26
3 C -1.27 -0.42 0.71  -0.25
4 C -0.58 -0.35 -0.62  -0.13
5 C 0.25 0.68 -0.80  -0.17
6 N 1.19 0.80 -1.85  -0.11
7 C 1.61 2.11 -2.28  -0.13
8 H -1.38 -1.67 3.69  0.06
9 H 0.38 -1.56 3.48  0.07
10 H -0.64 -0.22 3.14  0.07
11 H -1.29 -2.47 1.36  0.10
12 H 0.37 -1.68 1.17  0.11
13 H -1.16 0.46 1.36  0.09
14 H -2.37 -0.46 0.60  0.11
15 H -0.83 -1.20 -1.25  0.11
16 H 0.31 1.53 -0.15  0.11
17 H 1.01 0.11 -2.56  0.11
18 H 1.07 2.93 -1.81  0.08
19 H 1.38 2.15 -3.36  0.07
20 H 2.72 2.23 -2.46  0.08

Properties
Total charge: 0
Highest occupied orbital energy, eV: -7.64

---

ii | One molecule with the formula C6H13N, computed with wB97M-V/def2-TZVPD.

Last column: Löwdin charge in e.
Positions of all 20 atoms, in Å:
1 C -1.27 1.39 1.63  -0.09
2 C -0.97 -0.04 1.25  -0.26
3 N 0.29 -0.23 0.58  -0.22
4 C 1.04 0.71 -0.20  -0.16
5 C 0.19 0.47 -1.56  -0.17
6 C 0.47 -1.03 -1.61  -0.18
7 C 0.42 -1.50 -0.11  -0.16
8 H -0.77 1.74 2.55  0.07
9 H -1.03 2.19 0.93  0.07
10 H -2.33 1.41 1.87  0.07
11 H -1.78 -0.42 0.60  0.11
12 H -0.98 -0.68 2.13  0.12
13 H 1.07 1.71 0.22  0.10
14 H 1.95 0.64 -0.80  0.11
15 H 0.68 1.16 -2.25  0.10
16 H -0.86 0.71 -1.42  0.10
17 H -0.30 -1.49 -2.23  0.09
18 H 1.45 -1.31 -2.01  0.10
19 H 1.36 -2.01 0.13  0.11
20 H -0.44 -2.13 0.12  0.11

Properties
Total charge: 0
Highest occupied orbital energy, eV: -7.45

---

iii | One molecule with the formula C6H13N, computed with wB97M-V/def2-TZVPD.

Last column: Löwdin charge in e.
Positions of all 20 atoms, in Å:
1 C -0.82 2.92 0.44  -0.11
2 C -0.75 1.40 0.19  -0.25
3 C 0.43 0.85 -0.64  -0.17
4 C 0.48 -0.64 -0.37  -0.38
5 C 1.49 -1.11 0.67  -0.04
6 N -0.39 -1.36 -0.95  0.02
7 C -0.53 -2.77 -0.61  -0.13
8 H -1.62 3.37 -0.15  0.07
9 H -1.05 3.13 1.50  0.07
10 H 0.10 3.45 0.20  0.07
11 H -0.80 0.86 1.14  0.10
12 H -1.63 1.08 -0.36  0.10
13 H 0.25 1.01 -1.71  0.11
14 H 1.38 1.33 -0.39  0.10
15 H 2.05 -0.27 1.08  0.07
16 H 1.00 -1.63 1.51  0.08
17 H 2.20 -1.82 0.23  0.09
18 H -0.24 -3.38 -1.47  0.08
19 H 0.03 -3.11 0.27  0.06
20 H -1.60 -2.97 -0.43  0.08

Properties
Total charge: 0
Highest occupied orbital energy, eV: -9.20

---

Least stable = ii